This record from the Open Molecules 2025 dataset describes C32H34ClFeNPSi as an isolated structure in a non-equilibrium geometry. The level of theory is ωB97M-V/def2-TZVPD.

```
71
Properties=species:S:1:pos:R:3:lowdin_spin:R:1
H 0.58 5.99 -3.08 0.0000
H 2.08 -0.26 2.57 0.0030
H -4.84 3.73 -5.49 0.0000
H -5.78 0.40 -2.90 0.0000
C -2.10 -3.31 3.60 0.0024
P -0.98 1.33 -3.40 0.0148
H -0.38 3.86 -2.20 0.0007
H -2.45 0.18 -5.76 0.0001
H -2.43 3.43 -5.01 0.0000
C -2.40 -0.82 1.71 0.0272
H 1.32 -0.34 -3.71 0.0002
C 0.97 4.03 -5.85 0.0000
H 0.46 -2.62 -7.27 0.0001
C -0.41 -4.22 1.22 0.0046
H 1.46 6.09 -5.41 0.0000
C -0.12 2.79 -4.07 0.0013
H -1.30 -4.40 0.60 0.0000
C 1.02 -1.56 -5.47 -0.0001
C -4.98 0.24 2.00 0.0196
C -3.70 0.88 -3.11 0.0009
C -5.05 1.06 -3.37 0.0001
C 0.16 -1.88 -6.53 0.0008
C 0.41 2.85 -5.37 0.0008
H 1.84 -1.20 -1.70 0.0055
C -1.47 -0.30 -5.68 0.0013
C 1.88 -1.23 0.55 0.0595
H 1.93 2.06 1.21 0.0035
C -4.08 0.30 3.07 -0.0012
Fe -0.10 -0.25 0.44 3.9475
C -4.52 2.93 -4.82 0.0001
N -1.12 -1.36 1.56 0.2651
C -3.34 -0.90 0.64 0.0209
H -1.75 -1.48 -7.46 0.0000
H 1.36 4.07 -6.87 0.0000
C -1.08 -1.24 -6.63 0.0001
C -3.16 2.76 -4.56 -0.0001
H -6.53 2.23 -4.44 0.0000
C 1.80 -0.65 -0.77 0.0671
H -3.37 0.10 -2.42 0.0003
C 1.78 0.77 -0.62 0.1008
C 1.92 -0.15 1.50 0.0771
H -3.02 -1.38 -0.28 0.0003
C -0.02 3.92 -3.23 0.0009
H -0.20 -5.14 1.78 0.0006
H -2.25 -2.55 4.38 0.0002
C -0.61 0.04 -4.63 0.0037
C 0.53 5.10 -3.72 -0.0001
H 2.02 -2.29 0.77 0.0033
H -5.30 -0.36 -0.06 -0.0004
C -5.47 2.09 -4.23 0.0000
C -2.74 1.71 -3.72 0.0007
H 0.87 -3.43 4.21 0.0005
H 1.72 -2.48 2.97 0.0002
H 0.37 1.97 -6.02 0.0001
H 1.78 1.50 -1.43 0.0034
H -1.86 -4.26 4.10 0.0003
C 1.86 1.07 0.77 0.0941
C 0.78 -2.57 3.52 0.0030
H 0.65 -1.67 4.13 -0.0002
H -4.38 0.74 4.03 -0.0003
Cl -1.24 1.35 -0.61 0.2106
C 1.03 5.16 -5.03 0.0006
H 1.99 -2.06 -5.38 0.0000
C -2.79 -0.20 2.92 0.0215
H 0.44 -4.02 0.56 -0.0001
Si -0.72 -2.84 2.44 0.0314
H -3.06 -3.44 3.09 0.0000
H -5.99 0.63 2.13 0.0012
C -4.60 -0.34 0.78 -0.0017
C 0.65 -0.61 -4.52 0.0013
H -2.06 -0.14 3.74 0.0008
```

Computed properties:
HOMO energy (alpha / beta)   -7.06 / -7.04 eV
2S+1   6
Total charge   0
LUMO energy (alpha / beta)   0.67 / -0.96 eV